No. 1
The following is a quantum chemistry calculation of 2 unconnected molecules or ions with the total composition C3H10N at a distorted geometry, from the OMol25 dataset.

XYZ file:
```
14
Properties=species:S:1:pos:R:3:forces:R:3
C -0.635936 -2.319956 -3.428386 -0.120 -1.284 -1.485
H -1.517596 -1.776987 -3.762450 -0.003 0.121 0.317
H 0.213368 -1.663802 -3.247336 -0.160 -0.192 0.554
H -0.359008 -2.955547 -4.287608 0.109 0.542 -0.078
H -0.893255 -3.131444 -2.740569 0.182 0.828 0.706
C 0.334179 1.463716 3.048722 2.082 0.708 0.840
C 0.251657 1.495062 0.548757 -0.913 -0.820 1.323
N 0.754777 1.121915 1.673161 -1.901 -1.076 -0.758
H -0.603297 0.975598 3.300983 -0.017 0.210 -0.118
H 0.440371 2.521051 3.310402 -0.845 0.068 -0.757
H 1.166017 1.098451 3.662603 -0.491 -0.543 0.074
H -0.501169 2.281204 0.545156 0.653 0.462 -0.357
H 0.339109 0.754449 -0.244820 0.334 0.726 -0.405
H 1.010783 0.136295 1.621391 1.090 0.248 0.145
```
Forces are in eV/Å.

Summary:
ΔE to the lowest compared entry with this formula, charge and spin ... 50.5 kcal/mol
Net charge ... +1
Orbital gap ... 8.97 eV
Multiplicity ... 1
LUMO level ... -6.02 eV



No. 2
The following is a quantum chemistry calculation of a gas-phase ion, C6H8N (charge +1) at a distorted geometry, from the OMol25 dataset.

XYZ file:
```
15
Properties=species:S:1:pos:R:3:forces:R:3
C -1.224650 -1.538114 0.494222 -1.215 1.828 -0.936
C -1.485265 -0.317401 0.170758 -0.858 -0.321 0.741
C -0.190953 -2.285370 0.541033 1.020 -0.888 0.490
C -0.821250 0.752904 -0.080753 0.912 -1.676 -0.464
C 1.044391 -1.349476 0.257832 1.860 1.089 1.149
C -0.892828 2.141682 -0.497069 0.665 0.406 0.697
N 0.802538 0.107818 -0.181791 -2.386 -3.292 -5.622
H -0.106122 -3.283929 1.004446 0.430 0.621 -0.686
H 1.451219 -1.182117 1.297039 0.183 -0.612 -1.159
H 1.836303 -1.700303 -0.478413 -1.195 -0.095 1.203
H -1.518028 2.677650 0.164886 -1.320 0.328 0.767
H -1.305366 2.224004 -1.475709 0.078 0.277 -0.914
H 0.015404 2.720166 -0.312710 0.361 -0.368 -0.672
H 1.206057 0.224136 -1.194769 -1.311 -0.231 2.164
H 1.188550 0.808351 0.290997 2.776 2.933 3.243
```
Forces are in eV/Å.

Summary:
ΔE to the lowest compared entry with this formula, charge and spin ... 147.7 kcal/mol
Structure (SMILES) ... CC1=C=C=CC[NH2+]1
Net charge ... +1
Orbital gap ... 9.30 eV
Multiplicity ... 1
LUMO level ... -4.54 eV



No. 3
The following is a quantum chemistry calculation of a single C25H27N3O5S molecule at a distorted geometry, from the OMol25 dataset.

XYZ file:
```
61
Properties=species:S:1:pos:R:3:forces:R:3
C 0.637025 -3.598323 -3.417517 0.216 0.110 0.180
C 1.662665 -3.106143 -2.697714 -0.751 0.195 0.057
C 1.324050 -2.499914 -1.352037 0.692 0.132 -0.462
C 1.421840 -3.367269 -0.203341 -0.391 0.203 -1.495
S 1.930764 -5.083996 -0.351035 2.060 -1.106 1.666
C 0.621640 -6.092237 -1.055790 -0.348 0.381 -0.561
O 2.171866 -5.556753 0.994507 -1.205 0.221 0.280
O 3.136189 -5.178221 -1.134452 -0.637 0.464 -1.216
C 1.157285 -2.891357 1.027139 -0.073 -0.435 1.235
C 0.774247 -1.540353 1.258654 0.514 -1.569 -0.189
N 0.557001 -1.162353 2.553798 -0.133 1.197 -1.272
C 0.244583 0.106251 2.624561 -0.442 0.615 1.460
C 0.018364 0.669277 4.032127 0.948 -0.981 -0.390
C 1.047312 1.719355 4.459492 -0.967 0.451 0.558
O 0.796049 2.512365 5.329404 0.384 -0.286 -0.716
O 2.250272 1.691706 3.778181 -1.016 0.732 -0.536
C 2.958091 2.914288 3.902743 1.649 0.835 1.917
C 2.904429 3.978690 2.823711 -0.536 -0.868 -0.899
O 3.647978 3.072010 4.873565 -0.635 -0.424 -0.935
C 0.098854 0.999314 1.502179 0.278 0.382 -0.132
C -0.282926 2.479408 1.677502 -0.167 -0.293 -0.572
N -1.625455 2.717092 2.188932 0.278 -0.065 0.087
C -2.643495 1.871453 1.566254 -0.373 0.742 0.286
N 0.311955 0.603482 0.274421 0.251 -0.287 0.781
C 0.679033 -0.703917 0.147651 -0.219 0.329 -0.582
C 0.964450 -1.196441 -1.166895 -0.130 0.072 -0.690
C 0.894085 -0.261787 -2.368881 -0.151 0.803 0.284
C -0.455093 0.442578 -2.568996 0.942 -0.102 0.262
C -1.583834 -0.222763 -2.993955 -0.115 0.359 0.086
C -2.758297 0.514091 -3.179564 -0.367 -1.224 -0.422
C -2.823690 1.863818 -2.957887 -0.439 1.480 0.413
C -4.082571 2.705249 -3.160747 0.543 -0.310 -0.642
C -1.679017 2.534961 -2.503758 0.197 -0.414 -0.119
C -0.519786 1.816048 -2.324439 0.387 0.088 0.025
H 0.684719 -4.562203 -3.928599 0.333 0.900 -1.083
H -0.290165 -3.016778 -3.431524 -0.305 -1.046 0.857
H 2.694492 -3.144682 -3.049907 -0.037 -1.032 0.808
H 0.855234 -6.227869 -2.118677 -0.237 0.236 0.265
H -0.338136 -5.583755 -0.899707 0.241 -0.088 -0.203
H 0.566674 -7.082626 -0.593219 0.453 0.400 0.293
H 1.253560 -3.568990 1.876820 -0.075 0.257 -0.128
H -1.009745 1.014398 4.173045 0.407 0.331 0.040
H 0.143247 -0.169410 4.737009 0.016 0.192 -0.250
H 1.924929 4.474399 2.759353 0.249 -0.162 0.263
H 3.687098 4.721224 2.989876 -0.198 -0.277 0.216
H 3.062199 3.504705 1.839633 -0.037 0.152 0.284
H -0.251377 2.924465 0.668467 0.129 -0.320 0.208
H 0.487991 3.008445 2.249617 -0.417 -0.147 0.153
H -1.670453 2.710443 3.198404 -0.022 -0.037 -0.072
H -2.577673 2.024395 0.478443 -0.001 -0.398 0.260
H -3.622995 2.259441 1.885700 0.229 -0.233 -0.134
H -2.596689 0.804354 1.843966 0.101 0.160 -0.310
H 1.650470 0.525237 -2.205687 -0.249 -0.186 -0.071
H 1.171580 -0.746521 -3.312587 -0.029 -0.251 0.440
H -1.560642 -1.295269 -3.180279 -0.084 0.228 0.005
H -3.630188 -0.033159 -3.547010 0.083 0.309 0.132
H -4.639102 2.849530 -2.227929 0.031 -0.059 -0.249
H -4.714305 2.261661 -3.942174 -0.069 0.037 0.422
H -3.760840 3.679511 -3.555498 -0.258 -0.129 0.286
H -1.662002 3.606829 -2.309339 -0.252 -0.200 -0.098
H 0.386255 2.312616 -1.976014 -0.244 -0.066 -0.082
```
Forces are in eV/Å.

Summary:
ΔE to the lowest compared entry with this formula, charge and spin ... 107.3 kcal/mol
Structure (SMILES) ... C=Cc1c(S(C)(=O)=O)cc2nc(CC(=O)OC(C)=O)c(CNC)nc2c1Cc1ccc(C)cc1
Net charge ... 0
Orbital gap ... 8.31 eV
Multiplicity ... 1
LUMO level ... -0.66 eV